(1)
104
Properties=species:S:1:pos:R:3:forces:R:3:lowdin_charge:R:1 method="wB97M-V/def2-TZVPD" fmax_ev_per_a=0.876 charge=+1 homo_lumo_gap_ev=7.1 energy_ev=-78147.29397 homo_ha=-0.35629
Zr -0.2958 -0.5696 -0.5321 0.0 -0.1 -0.9 1.9228
C 2.5566 0.4272 -1.9763 0.0 0.0 0.0 -0.0405
N 1.5958 -0.6457 -2.3069 0.0 0.0 0.1 -0.1754
C 1.4412 -0.6631 -3.7933 0.0 -0.1 0.1 -0.1710
C 0.5752 0.4236 -4.3971 0.0 0.0 0.0 -0.1455
C -0.8710 0.3682 -3.9243 0.0 0.0 0.0 -0.1981
N -0.9519 0.8564 -2.5414 -0.1 -0.1 0.1 -0.0108
C -1.2027 2.1128 -2.4785 0.0 0.0 0.1 -0.0771
C -1.0882 3.0145 -1.3514 0.0 -0.1 -0.1 -0.1629
C -1.1655 4.3308 -1.6209 0.0 0.1 0.1 0.0061
C -0.8310 5.3386 -0.6316 -0.1 0.0 -0.1 -0.0591
C -0.2827 4.9872 0.5330 0.0 0.0 0.1 -0.0353
C -0.0131 3.5730 0.9221 0.0 0.1 -0.1 -0.2187
C -0.7132 2.5311 0.0128 0.0 0.0 -0.1 -0.6483
O 0.0030 1.3575 -0.0735 -0.1 0.0 0.3 -0.3547
C 2.0588 -2.0182 -1.8975 0.1 0.0 0.1 -0.2939
C 0.9486 -3.8048 -0.4380 0.0 0.0 0.0 -0.1109
C 0.5970 -3.3799 0.9767 -0.1 0.0 0.0 -0.1680
N -0.5424 -2.4623 0.9486 0.1 0.3 0.2 -0.0402
C -1.2911 -2.4557 1.9886 -0.2 -0.1 -0.1 -0.0514
C -2.4885 -1.6667 2.1722 0.1 -0.1 0.0 -0.1352
C -3.2668 -1.8848 3.3155 0.0 0.0 0.0 -0.0282
C -4.4823 -1.2561 3.4742 0.0 0.0 0.0 -0.0736
C -4.9415 -0.4094 2.4655 0.0 0.0 -0.1 -0.0536
C -4.1853 -0.1719 1.3333 -0.1 0.0 0.1 -0.0467
C -2.9380 -0.7756 1.1884 0.0 0.0 -0.2 -0.3474
O -2.1935 -0.5226 0.1139 -0.1 0.4 0.3 -0.3143
H 3.5401 0.2219 -2.4107 0.0 0.0 0.0 0.1049
H 2.6509 0.5602 -0.9055 0.0 0.0 0.0 0.0777
H 2.1756 1.3570 -2.3934 0.0 0.0 0.0 0.0908
H 1.0080 -1.6195 -4.0814 0.0 0.0 0.0 0.1102
H 2.4464 -0.6244 -4.2321 0.0 0.0 0.0 0.1339
H 0.5981 0.2743 -5.4795 0.0 0.0 0.0 0.1277
H 0.9788 1.4222 -4.2150 0.0 0.0 0.0 0.1135
H -1.2361 -0.6531 -3.9916 0.0 0.0 0.0 0.0886
H -1.4976 0.9826 -4.5772 0.0 0.0 0.0 0.1215
H -1.4585 2.6284 -3.4104 0.0 0.0 0.0 0.1326
H -1.4409 4.6543 -2.6188 0.0 0.0 0.0 0.1202
H -0.9843 6.3812 -0.8752 0.0 0.0 0.0 0.1134
H 0.0137 5.7476 1.2468 0.0 0.0 0.0 0.1278
H 1.0720 3.4231 0.9929 0.0 0.0 0.0 0.1596
H 4.0057 -2.3597 -1.5547 0.0 0.0 0.0 0.1123
H 2.4044 -2.5162 -2.8056 0.0 0.0 0.0 0.1418
H 1.9567 -4.2200 -0.4751 0.0 0.0 0.0 0.1315
H 0.2534 -4.5860 -0.7392 0.0 0.0 0.0 0.1311
H 1.4393 -2.9075 1.4762 0.0 0.0 0.0 0.1088
H 0.3442 -4.2815 1.5414 0.0 0.0 0.0 0.1298
H -1.0590 -3.1420 2.8081 0.0 0.0 0.0 0.1396
H -2.9014 -2.5680 4.0737 0.0 0.0 0.0 0.1164
H -5.0753 -1.4220 4.3622 0.0 0.0 0.0 0.1067
H -5.9007 0.0808 2.5717 0.0 0.0 0.0 0.1129
H -4.5285 0.5095 0.5662 0.0 0.0 0.0 0.1116
C -3.1234 -1.6616 -2.3537 0.0 0.0 0.0 -0.0270
O -1.7277 -1.9376 -2.1327 0.1 0.0 0.1 -0.2080
C -1.1666 -2.9093 -2.9241 0.0 0.0 0.0 -0.2270
C -1.8212 -3.4808 -4.0105 0.0 0.0 0.0 0.0011
C -1.1773 -4.4452 -4.7708 0.0 0.0 0.0 -0.0516
C 0.1086 -4.8524 -4.4518 0.0 0.0 0.0 -0.0557
C 0.7492 -4.2781 -3.3673 0.0 0.0 0.0 -0.0208
C 0.1288 -3.2949 -2.6070 0.0 0.0 0.0 -0.2114
N 0.7938 -2.7121 -1.4499 0.1 0.0 0.0 -0.0816
N 3.1771 -2.1435 -1.0320 0.0 0.0 -0.1 0.1085
C 3.4726 -1.6603 0.2604 0.1 0.0 0.0 -0.1408
C 2.5703 -0.9608 1.0194 -0.1 0.1 0.0 -0.3355
O 1.3486 -0.7063 0.5469 0.2 -0.2 -0.1 -0.3067
C 2.9047 -0.5141 2.3213 0.0 0.0 0.0 0.0086
C 4.1368 -0.7544 2.8400 0.0 0.0 0.0 -0.0218
C 5.0979 -1.4784 2.0890 0.0 0.0 0.1 -0.1641
C 6.3816 -1.7443 2.6207 0.0 0.0 0.0 -0.0279
C 7.3048 -2.4623 1.9180 0.0 0.0 0.0 -0.0735
C 6.9710 -2.9604 0.6441 0.0 0.0 0.0 -0.0728
C 5.7399 -2.7179 0.1010 0.0 0.0 0.0 -0.0314
C 4.7666 -1.9559 0.7984 0.0 0.0 -0.1 -0.0878
H -3.2704 -1.2525 -3.3539 0.0 0.0 0.0 0.0983
H -3.6973 -2.5795 -2.2317 0.0 0.0 0.0 0.1162
H -3.4048 -0.9355 -1.6039 0.0 0.0 0.0 0.0790
H -2.8264 -3.1868 -4.2702 0.0 0.0 0.0 0.1127
H -1.6948 -4.8837 -5.6131 0.0 0.0 0.0 0.1155
H 0.6048 -5.6158 -5.0343 0.0 0.0 0.0 0.1132
H 1.7472 -4.6037 -3.0975 0.0 0.0 0.0 0.1301
H 2.1469 0.0208 2.8796 0.0 0.0 0.0 0.1094
H 4.3968 -0.4056 3.8312 0.0 0.0 0.0 0.1171
H 6.6164 -1.3644 3.6076 0.0 0.0 0.0 0.1165
H 8.2826 -2.6578 2.3364 0.0 0.0 0.0 0.1071
H 7.6924 -3.5482 0.0919 0.0 0.0 0.0 0.1072
H 5.5257 -3.1512 -0.8679 0.0 0.0 0.0 0.0989
N -0.0368 2.0235 2.8872 0.0 0.0 0.0 0.0666
C -0.7386 3.1152 2.2254 0.1 0.1 0.1 -0.6688
S -2.1342 2.4462 1.2099 0.0 -0.1 0.0 1.1031
N -1.0079 4.0905 3.2502 0.0 0.0 0.0 0.0629
C -2.2488 4.7418 3.4553 0.0 0.0 0.0 -0.2638
C -2.7173 4.8349 4.7674 0.0 0.0 0.0 -0.0340
C -3.8936 5.5030 5.0567 0.0 0.0 0.0 -0.0872
C -4.6402 6.0801 4.0387 0.0 0.0 0.0 -0.0984
C -4.1834 5.9820 2.7347 0.0 0.0 0.0 -0.0821
C -2.9952 5.3280 2.4372 0.0 0.0 0.0 -0.0596
H 0.2376 1.3433 2.1832 0.0 0.0 0.0 0.0429
H 0.8284 2.3944 3.2786 0.0 0.0 0.0 0.0898
H -0.7045 3.6986 4.1309 0.0 0.0 0.0 0.1106
H -2.1483 4.3760 5.5686 0.0 0.0 0.0 0.1106
H -4.2317 5.5644 6.0830 0.0 0.0 0.0 0.1044
H -5.5630 6.5985 4.2605 0.0 0.0 0.0 0.1007
H -4.7527 6.4269 1.9282 0.0 0.0 0.0 0.1040
H -2.6620 5.2695 1.4148 0.0 0.0 0.0 0.0713


(2)
109
Properties=species:S:1:pos:R:3:forces:R:3:lowdin_charge:R:1 method="wB97M-V/def2-TZVPD" fmax_ev_per_a=1.034 homo_lumo_gap_ev=7.2 energy_ev=-125952.12662 homo_ha=-0.25803 spin_multiplicity=2 s2=0.751
Yb 0.8182 0.0132 0.7134 -0.1 1.0 -0.1 1.7665
O 0.5788 0.7668 -1.4143 0.3 -0.5 0.1 -0.2337
C 0.5968 1.7458 -2.2374 0.0 0.2 -0.1 -0.3688
C -0.4017 1.8743 -3.2438 -0.1 -0.2 0.0 -0.0242
C -0.3867 2.8962 -4.1608 0.1 0.1 0.0 -0.0969
C 0.6293 3.8600 -4.1447 -0.1 0.1 -0.1 -0.1202
C 1.6070 3.7695 -3.1818 0.0 0.0 0.1 -0.0661
C 1.6091 2.7520 -2.2178 -0.3 -0.1 -0.1 -0.1492
C 2.6865 2.6955 -1.2663 0.1 0.0 0.1 -0.1173
N 2.7828 1.8755 -0.2943 -0.1 0.0 0.3 0.0014
C 4.0115 1.9572 0.4849 0.1 0.0 0.1 -0.2159
C 4.0544 0.8074 1.4802 0.1 0.2 -0.1 -0.2306
N 2.8275 0.8556 2.2525 -0.1 -0.1 -0.3 -0.0175
C 2.9557 1.2237 3.4694 0.0 -0.1 0.0 -0.0996
C 1.9130 1.4032 4.4413 -0.3 0.0 0.1 -0.1463
C 2.2643 1.8118 5.7364 0.0 0.0 0.0 -0.0620
C 1.3327 1.9194 6.7407 0.0 0.0 0.1 -0.1174
C 0.0023 1.5820 6.4609 0.1 0.0 0.0 -0.0980
C -0.3762 1.1980 5.1979 -0.1 0.0 0.0 -0.0213
C 0.5532 1.1290 4.1249 0.1 0.1 0.1 -0.3573
O 0.1677 0.8447 2.9340 0.1 -0.2 -0.3 -0.2238
H -1.1891 1.1293 -3.2637 0.0 0.0 0.0 0.0997
H -1.1637 2.9582 -4.9142 0.0 0.0 0.0 0.0989
H 0.6400 4.6586 -4.8746 0.0 0.0 0.0 0.0894
H 2.4053 4.5057 -3.1562 0.0 0.0 0.0 0.1045
H 3.4864 3.4321 -1.4397 0.0 -0.1 0.0 0.1280
H 4.0432 2.9009 1.0453 0.0 0.0 0.0 0.1180
H 4.8962 1.9294 -0.1621 0.0 0.0 0.0 0.1165
H 4.9464 0.8926 2.1129 0.0 0.0 0.0 0.1125
H 4.0955 -0.1335 0.9370 0.0 -0.1 0.1 0.0799
H 3.9658 1.4042 3.8623 0.0 0.1 -0.1 0.1241
H 3.3053 2.0383 5.9457 0.0 0.0 0.0 0.1061
H 1.6242 2.2453 7.7301 0.0 0.0 0.0 0.0912
H -0.7335 1.6297 7.2550 0.0 0.0 0.0 0.0988
H -1.4094 0.9440 4.9874 0.0 0.0 0.0 0.1039
N -1.3551 -1.1640 2.2090 0.4 -0.1 0.2 0.0020
N -0.7929 -2.3877 2.6870 0.1 0.2 -0.1 0.0077
C 0.6175 -2.5221 2.6586 -0.5 -0.5 0.2 -0.7320
O 1.0644 -3.5078 3.2517 0.2 0.2 0.0 -0.0032
O 1.2710 -1.6888 1.9587 0.1 0.0 0.1 -0.1780
H -1.0415 -0.3826 2.7949 -0.1 0.0 0.1 0.0293
H -2.3597 -1.2436 2.2954 -0.1 -0.1 -0.3 0.0850
H -1.1578 -2.7138 3.5697 0.0 0.0 0.1 0.1290
O -6.0134 1.9667 -2.4215 0.1 0.0 0.0 -0.0455
C -5.8464 0.7507 -1.7086 0.0 -0.1 0.1 -0.2137
C -4.4009 0.6170 -1.3202 0.0 0.0 -0.1 -0.1866
C -3.6289 -0.4614 -1.7201 0.0 0.1 0.1 0.0042
C -2.3288 -0.5549 -1.2456 0.0 -0.1 -0.1 -0.1426
N -1.7692 0.3428 -0.4487 -0.1 0.0 0.2 0.0858
C -2.4575 1.4568 -0.1828 -0.2 -0.1 -0.2 -0.1826
C -3.7888 1.6023 -0.5606 0.0 0.0 0.0 0.0515
C -1.7039 2.5591 0.4648 0.1 0.1 0.0 -0.1741
C -2.2435 3.8357 0.5925 0.1 0.0 0.1 0.0515
C -1.4918 4.8396 1.1830 -0.1 0.0 -0.1 -0.1778
C -2.0516 6.2363 1.3066 0.0 0.0 0.0 -0.2082
O -2.9631 6.5694 0.2759 0.0 0.0 0.0 -0.0569
C -0.2190 4.5248 1.6363 0.0 0.0 0.0 0.0107
C 0.2573 3.2437 1.4307 0.0 0.1 0.0 -0.1083
N -0.4571 2.2846 0.8491 0.1 -0.1 -0.1 0.0560
H -6.9302 2.0430 -2.6988 0.0 0.0 0.0 0.0881
H -6.1474 -0.1121 -2.3110 0.0 0.0 0.0 0.1183
H -6.4555 0.7540 -0.7958 0.0 0.0 0.0 0.1266
H -4.0274 -1.2262 -2.3745 0.0 0.0 0.0 0.1184
H -1.7056 -1.3948 -1.5234 0.0 0.0 0.1 0.0918
H -4.3564 2.4789 -0.2824 0.0 0.0 0.0 0.1189
H -3.2278 4.0807 0.2229 0.0 -0.1 0.0 0.1134
H -1.2292 6.9576 1.3521 0.0 0.0 0.0 0.1221
H -2.6177 6.3178 2.2367 0.0 0.0 0.0 0.1329
H -2.5120 6.4922 -0.5720 0.0 0.0 0.0 0.0974
H 0.3944 5.2643 2.1349 0.1 0.0 -0.1 0.1191
H 1.2582 2.9682 1.7405 0.0 0.0 0.0 0.0964
O 0.0628 -2.3973 -0.3591 -0.4 -0.1 -0.2 -0.5654
S -0.1266 -3.8422 -0.7052 0.0 -0.6 0.1 1.0163
C 0.8547 -4.9112 0.4171 0.1 0.2 -0.2 -0.2804
C 2.2687 -5.1923 -0.0858 0.1 0.1 0.0 -0.2181
C 3.1592 -3.9419 -0.1757 0.0 0.0 0.1 -0.2226
C 3.1504 -3.3513 -1.5819 0.0 0.4 0.3 -0.3017
S 3.4837 -1.5442 -1.5224 0.1 -0.5 -0.5 1.0391
O 2.5829 -1.0423 -0.4492 -0.3 0.1 0.1 -0.6284
C 2.7967 -1.2137 -3.1559 0.1 0.0 0.3 -0.3710
C 1.4486 -1.4239 -3.3990 0.0 0.1 -0.1 -0.0794
C 0.9634 -1.2286 -4.6810 0.0 0.0 0.1 -0.0583
C 1.8185 -0.8245 -5.6989 0.0 0.0 -0.1 -0.0712
C 3.1619 -0.6021 -5.4406 0.0 0.0 0.0 -0.0753
C 3.6573 -0.7996 -4.1592 0.1 0.0 0.2 -0.0829
C -1.7649 -4.3799 -0.1401 0.2 0.2 -0.1 -0.3518
C -2.6539 -3.4189 0.2967 0.1 0.1 0.1 -0.0969
C -3.9423 -3.7801 0.6592 -0.1 -0.1 0.0 -0.0652
C -4.3400 -5.1067 0.5783 0.0 0.1 0.0 -0.0820
C -3.4494 -6.0651 0.1161 0.0 0.0 0.0 -0.0789
C -2.1642 -5.7039 -0.2586 0.1 -0.1 -0.1 -0.0902
H 0.2890 -5.8398 0.4882 0.0 0.0 0.0 0.0833
H 0.8817 -4.4372 1.4000 -0.1 0.0 0.1 0.0727
H 2.2422 -5.6997 -1.0556 0.0 -0.1 0.0 0.1113
H 2.7106 -5.8904 0.6272 0.0 0.0 0.0 0.1185
H 4.1820 -4.1857 0.1155 0.0 0.0 0.0 0.1167
H 2.7855 -3.1974 0.5343 0.0 0.0 0.0 0.0928
H 2.1741 -3.4581 -2.0517 0.0 0.0 0.0 0.0555
H 3.9073 -3.7871 -2.2359 0.0 0.0 -0.1 0.1039
H 0.8017 -1.7172 -2.5851 -0.1 0.0 0.1 0.0832
H -0.0861 -1.3916 -4.8893 0.0 0.0 0.0 0.1100
H 1.4340 -0.6844 -6.7011 0.0 0.0 0.0 0.1056
H 3.8220 -0.2735 -6.2324 0.0 0.0 0.0 0.1050
H 4.7055 -0.6364 -3.9357 0.0 0.0 0.0 0.1064
H -2.3105 -2.4009 0.3781 0.0 0.1 0.1 0.0553
H -4.6363 -3.0209 1.0001 0.0 0.0 0.0 0.1066
H -5.3432 -5.3931 0.8666 0.0 0.0 0.0 0.1034
H -3.7596 -7.0990 0.0380 0.0 0.0 0.0 0.1057
H -1.4890 -6.4601 -0.6416 0.0 0.0 0.0 0.1088